(1)
ORCA calculation (ωB97M-V with the def2-TZVPD basis set) on a structure of composition C10H3Cl5N5O3Pt in a non-equilibrium geometry.

ORCA input file:
```
! wB97M-V def2-TZVPD RIJCOSX def2/J DEFGRID3
* xyz -1 3
Pt 0.94 -0.10 0.64
N 3.02 -0.76 0.53
N 3.14 -1.82 1.46
C 1.97 -2.47 1.92
O 2.13 -3.54 2.48
O 0.86 -1.85 1.73
H 3.12 -1.07 -0.44
H 3.71 -0.05 0.73
H 3.93 -2.44 1.34
Cl -0.49 2.33 2.43
C -1.58 1.34 1.53
C -1.04 0.29 0.78
C -1.93 -0.47 0.03
Cl -1.29 -1.77 -0.91
C -3.30 -0.22 0.02
Cl -4.36 -1.17 -0.95
C -3.81 0.82 0.79
Cl -5.49 1.16 0.79
C -2.94 1.60 1.56
Cl -3.57 2.89 2.51
O 1.31 1.52 -0.43
N 0.66 1.80 -1.51
C 0.85 1.15 -2.71
C 1.74 0.07 -2.80
N 2.49 -0.81 -2.77
C 0.21 1.60 -3.87
N -0.27 1.95 -4.87
*
```

Computed properties:
- ΔE to the lowest compared entry with this formula, charge and spin: 0.0 kJ/mol
- E_LUMO (spin up / spin down): 0.085 / 0.025 Ha
- Orbital gap (spin up / spin down): 0.2422 / 0.2573 Eh
- Expectation value of S²: 2.0139

=====

(2)
ORCA calculation (ωB97M-V with the def2-TZVPD basis set) on a cluster of 11 separate species, C10H40ClN14O10 in total in a non-equilibrium geometry.

ORCA input file:
```
! wB97M-V def2-TZVPD RIJCOSX def2/J DEFGRID3
* xyz -1 1
Cl 0.04 0.11 -0.28
C -0.02 -4.40 -0.13
O 0.51 -3.20 -0.63
H 0.50 -5.29 -0.50
H 0.13 -4.50 0.94
H -1.08 -4.49 -0.36
H 0.06 -2.42 -0.29
C -2.76 1.28 1.92
O -2.91 0.51 0.74
H -2.14 0.88 2.73
H -2.56 2.35 1.84
H -3.77 1.27 2.35
H -2.04 0.41 0.35
C 0.89 2.09 3.25
O 0.13 3.26 3.28
H 0.42 1.38 2.58
H 1.92 2.36 3.01
H 1.04 1.43 4.10
H 0.35 3.72 4.09
C -3.93 -3.00 1.30
O -3.75 -2.45 2.37
N -3.33 -2.58 0.23
N -4.67 -4.08 1.24
H -3.41 -3.10 -0.62
H -3.00 -1.63 0.31
H -4.79 -4.52 0.34
H -5.19 -4.43 2.03
C 4.24 -0.42 0.31
O 5.42 -0.83 0.17
N 3.27 -0.50 -0.56
N 3.74 0.16 1.35
H 3.50 -0.93 -1.44
H 2.35 -0.20 -0.26
H 4.44 0.03 2.07
H 2.82 0.57 1.40
C 3.30 3.84 0.82
O 4.27 4.14 1.53
N 3.44 3.10 -0.23
N 2.07 4.14 0.88
H 4.43 2.96 -0.38
H 2.66 2.82 -0.81
H 1.51 3.80 0.10
H 1.56 4.43 1.70
C -1.63 -2.86 -3.48
O -2.14 -3.06 -4.57
N -0.47 -3.45 -3.09
N -2.09 -1.93 -2.65
H -0.06 -4.00 -3.82
H 0.02 -3.37 -2.21
H -1.74 -1.90 -1.71
H -2.90 -1.37 -2.90
C 0.67 1.12 -4.55
O 0.78 1.45 -5.74
N 0.05 0.08 -4.09
N 1.04 1.85 -3.52
H 0.04 -0.14 -3.11
H -0.39 -0.46 -4.83
H 0.92 1.42 -2.62
H 1.51 2.71 -3.78
C 0.57 -2.04 3.18
O 1.05 -2.81 4.01
N -0.69 -1.95 2.94
N 1.32 -1.22 2.53
H -0.94 -1.45 2.10
H -1.40 -2.59 3.25
H 0.94 -0.80 1.69
H 2.32 -1.29 2.37
C -0.71 4.31 -0.88
O -0.59 5.42 -0.58
N -1.19 3.35 -0.16
N -0.34 3.78 -2.03
H -1.21 2.35 -0.34
H -1.60 3.61 0.72
H 0.00 4.31 -2.82
H -0.76 2.87 -2.18
*
```

Computed properties:
- E_LUMO: 0.074 Ha
- Orbital gap: 0.3406 Eh

=====

(3)
ORCA calculation (ωB97M-V with the def2-TZVPD basis set) on a cluster of 10 separate species, C10H40N16O11 in total in a non-equilibrium geometry.

ORCA input file:
```
! wB97M-V def2-TZVPD RIJCOSX def2/J DEFGRID3
* xyz 0 1
N -3.24 5.10 -2.04
C -4.08 4.66 -2.92
N -3.83 3.47 -3.16
O -4.93 5.27 -3.54
H -3.62 5.96 -1.66
H -2.86 4.46 -1.36
H -4.23 2.93 -3.91
H -3.11 3.05 -2.59
N -6.15 2.16 1.93
C -6.45 0.95 1.64
N -5.70 0.54 0.65
O -7.47 0.41 2.09
H -5.35 2.57 1.47
H -6.80 2.73 2.45
H -4.82 1.01 0.53
H -5.86 -0.34 0.16
N 1.95 -3.86 -5.71
C 3.13 -3.32 -5.34
N 3.01 -2.87 -4.15
O 4.05 -2.95 -6.02
H 1.54 -4.57 -5.11
H 1.93 -3.93 -6.72
H 2.10 -2.98 -3.74
H 3.86 -2.51 -3.73
N -3.25 -7.66 -3.77
C -2.96 -6.87 -2.81
N -2.94 -7.56 -1.68
O -2.65 -5.75 -2.84
H -3.24 -7.04 -4.57
H -4.00 -8.33 -3.66
H -3.28 -8.51 -1.70
H -2.69 -7.12 -0.81
N 1.14 2.71 -5.01
C 2.06 3.26 -4.31
N 2.99 2.36 -4.14
O 2.00 4.34 -3.73
H 1.27 1.92 -5.62
H 0.21 3.09 -4.85
H 3.82 2.63 -3.62
H 2.75 1.42 -4.42
N 3.65 4.95 1.23
C 3.33 6.11 1.72
N 2.10 6.35 1.46
O 4.01 6.82 2.46
H 4.57 4.60 1.46
H 3.26 4.71 0.33
H 1.70 7.20 1.82
H 1.56 5.67 0.95
N 5.34 -0.84 3.77
C 5.53 -1.01 2.48
N 6.53 -0.28 2.08
O 5.10 -1.84 1.66
H 5.80 -0.09 4.26
H 4.54 -1.30 4.19
H 6.55 -0.23 1.08
H 7.10 0.34 2.65
N -1.10 -0.44 6.90
C 0.02 -1.16 6.94
N 0.84 -0.93 7.90
O 0.31 -1.84 5.91
H -1.50 -0.35 5.97
H -1.34 0.19 7.65
H 1.74 -1.33 7.70
H 0.53 -0.56 8.79
O -0.84 -0.77 -0.70
C -0.29 -0.66 0.59
C 0.29 0.71 0.97
O -0.80 1.52 1.14
H -1.19 -1.65 -0.84
H -1.04 -0.96 1.32
H 0.39 -1.51 0.56
H 1.04 0.89 0.21
H 0.83 0.74 1.92
H -0.70 2.02 1.95
O -0.78 -5.36 2.90
H -1.03 -5.96 3.61
H -0.38 -4.61 3.35
*
```

Computed properties:
- E_LUMO: -0.011 Ha
- Orbital gap: 0.3446 Eh
- Structure (SMILES): NC(N)=O.NC(N)=O.NC(N)=O.NC(N)=O.NC(N)=O.NC(N)=O.NC(N)=O.NC(N)=O.OCCO.O

=====

(4)
ORCA calculation (ωB97M-V with the def2-TZVPD basis set) on a cluster of 10 separate species, C10H40N20O10 in total in a non-equilibrium geometry.

ORCA input file:
```
! wB97M-V def2-TZVPD RIJCOSX def2/J DEFGRID3
* xyz 0 1
N -7.58 -6.56 -23.45
C -6.92 -6.46 -24.52
N -7.12 -5.34 -25.09
O -6.09 -7.28 -24.86
H -8.20 -5.82 -23.14
H -7.41 -7.46 -23.04
H -7.66 -4.69 -24.54
H -6.91 -5.24 -26.07
N 2.69 1.37 -19.12
C 1.46 1.36 -18.63
N 1.01 0.13 -18.54
O 0.90 2.37 -18.25
H 3.07 0.63 -19.71
H 3.16 2.26 -19.07
H 1.61 -0.65 -18.75
H 0.05 -0.03 -18.27
N -4.21 4.28 -26.21
C -3.61 5.39 -26.42
N -4.44 6.32 -26.84
O -2.41 5.49 -26.33
H -3.69 3.48 -25.87
H -5.18 4.22 -26.49
H -3.91 7.09 -27.24
H -5.44 6.24 -26.75
N -3.23 -0.59 -21.26
C -3.92 -1.66 -21.17
N -4.19 -2.22 -22.29
O -4.46 -2.04 -20.13
H -3.37 -0.03 -20.43
H -3.04 -0.22 -22.18
H -4.98 -2.85 -22.32
H -3.73 -1.91 -23.13
N -2.30 -6.33 -19.35
C -2.62 -6.81 -18.17
N -3.86 -6.83 -17.94
O -1.89 -7.41 -17.47
H -1.41 -6.61 -19.73
H -3.06 -6.01 -19.93
H -4.50 -6.19 -18.41
H -4.09 -7.23 -17.05
N 0.34 1.66 -25.19
C -0.19 0.47 -25.31
N 0.80 -0.39 -25.40
O -1.38 0.29 -25.38
H 1.34 1.75 -25.07
H -0.23 2.48 -25.30
H 0.56 -1.37 -25.46
H 1.75 -0.08 -25.56
N -5.80 1.72 -17.04
C -4.61 1.74 -16.50
N -4.55 2.49 -15.41
O -3.68 1.03 -16.86
H -6.63 1.90 -16.49
H -5.84 1.07 -17.81
H -5.44 2.88 -15.14
H -3.66 2.58 -14.94
N -5.15 -4.14 -14.43
C -5.53 -4.82 -13.39
N -4.51 -5.25 -12.77
O -6.72 -4.88 -13.02
H -4.20 -3.82 -14.53
H -5.79 -3.92 -15.17
H -4.63 -5.61 -11.83
H -3.57 -5.20 -13.14
N -5.61 -0.91 -27.92
C -6.73 -0.32 -28.28
N -7.59 -1.15 -28.73
O -7.09 0.83 -28.11
H -5.40 -1.87 -28.14
H -4.89 -0.45 -27.37
H -7.45 -2.14 -28.80
H -8.51 -0.80 -28.95
N -9.69 -5.96 -16.39
C -9.55 -5.58 -17.62
N -8.98 -4.41 -17.59
O -9.92 -6.13 -18.67
H -9.34 -5.37 -15.64
H -10.15 -6.79 -16.04
H -9.07 -3.96 -16.69
H -8.49 -4.01 -18.38
*
```

Computed properties:
- ΔE to the lowest compared entry with this formula, charge and spin: 777.2 kJ/mol
- E_LUMO: -0.006 Ha
- Orbital gap: 0.3487 Eh
- Structure (SMILES): NC(N)=O.NC(N)=O.NC(N)=O.NC(N)=O.NC(N)=O.NC(N)=O.NC(N)=O.NC(N)=O.NC(N)=O.NC(N)=O